Molecular formula: C43H87BBrNO11
Method: DFT, ωB97M-V with the def2-TZVPD basis set

Bonds (Å) are listed after each position.
Cartesian coordinates (Å):
1 H -1.95 2.64 5.14  C55 1.092
2 H -9.15 6.74 -0.34  C52 1.092
3 H 1.60 -4.81 -2.00  C124 1.156
4 H 4.99 3.13 -0.19  C134 1.156
5 H 4.41 -9.69 -1.27  C42 1.092
6 C -3.31 8.59 1.48  H62 1.095, H117 1.091, C130 1.516, C144 1.512
7 H 0.72 0.51 1.20  C128 1.153
8 C -1.81 2.86 1.83  O51 1.435, H58 1.093, C65 1.515, H66 1.096
9 C -6.67 3.76 3.19  H22 1.093, C27 1.516, H90 1.096, O136 1.435
10 H 10.96 -3.04 -1.79  C125 1.140
11 H 7.65 -2.85 -1.50  O17 0.992
12 B 9.17 -1.69 -1.81  O17 1.466, O19 1.445, C125 1.631
13 H 5.68 1.95 -2.02  C59 1.149
14 C 7.61 0.11 -1.93  O19 1.429, O38 1.262, N79 1.469
15 H -0.35 -8.92 -7.85  C87 1.092
16 H 2.59 -1.83 -2.18  C92 1.153
17 O 8.15 -2.61 -2.32  H11 0.992, B12 1.466
18 H 2.36 -2.55 -0.45  C92 1.154
19 O 8.99 -0.26 -1.97  B12 1.445, C14 1.429
20 H -3.42 2.52 3.21  C65 1.095
21 C -10.08 4.45 -2.31  H41 1.095, H46 1.092, O60 1.435, C118 1.516
22 H -5.94 4.54 3.39  C9 1.093
23 H 1.26 -1.20 0.83  C128 1.154
24 C 0.47 -2.54 -1.62  H48 1.157, H80 1.148, C92 1.608, C96 1.610
25 H 12.36 -1.27 -0.85  C69 1.148
26 H 3.05 0.48 1.85  C84 1.156
27 C -7.79 4.23 2.28  C9 1.516, H83 1.095, C104 1.510, H116 1.092
28 H 5.49 -5.13 0.64  C82 1.157
29 H 2.47 5.12 6.21  C33 1.095
30 H -2.90 4.22 3.15  C65 1.092
31 H -11.93 5.31 -3.09  C118 1.091
32 C 4.34 -10.53 -3.29  C42 1.517, H63 1.095, H106 1.091, C129 1.512
33 C 1.82 5.98 5.98  H29 1.095, O44 1.434, H67 1.092, C140 1.516
34 H 0.78 5.33 8.45  C126 1.095
35 H -1.36 0.71 3.81  C127 1.096
36 C 3.79 -8.38 -4.08  O74 1.434, H109 1.096, H120 1.092, C129 1.515
37 H 4.16 -5.55 1.83  C82 1.152
38 O 6.98 0.01 -3.02  C14 1.262
39 H -1.40 -11.08 -4.45  C91 1.091
40 H -0.09 6.86 8.56  C126 1.091
41 H -9.58 4.76 -3.23  C21 1.095
42 C 4.78 -9.48 -2.28  H5 1.092, C32 1.517, O74 1.435, H85 1.095
43 H 0.21 1.54 3.87  C127 1.093
44 O 0.53 5.47 5.63  C33 1.434, C49 1.434
45 H 9.95 -3.05 -0.21  C125 1.155
46 H -10.18 3.36 -2.31  C21 1.092
47 H 10.90 -0.32 -0.08  C69 1.138
48 H 0.15 -3.00 -2.63  C24 1.157
49 C -0.39 5.75 6.70  O44 1.434, H70 1.092, H113 1.096, C126 1.516
50 C -6.86 2.25 1.42  H77 1.093, H103 1.095, C104 1.516, O136 1.435
51 O -0.90 1.80 2.13  C8 1.435, C127 1.435
52 C -9.89 5.96 -0.54  H2 1.092, O60 1.436, C72 1.516, H76 1.096
53 H -11.82 6.91 -0.90  C72 1.091
54 H 2.82 2.60 0.70  C131 1.148
55 C -1.52 2.84 4.16  H1 1.092, C65 1.512, H89 1.095, C127 1.516
56 H 4.41 -6.67 0.33  C82 1.141
57 H -1.42 -8.52 -5.37  C99 1.091
58 H -2.48 2.56 1.02  C8 1.093
59 C 5.59 1.21 -1.14  H13 1.149, N79 1.519, C134 1.605, H143 1.155
60 O -9.26 4.86 -1.20  C21 1.435, C52 1.436
61 H -1.13 -1.07 -1.07  C96 1.145
62 H -3.51 8.26 0.45  C6 1.095
63 H 3.33 -10.89 -3.04  C32 1.095
64 H -2.14 7.80 3.14  C130 1.095
65 C -2.55 3.18 3.11  C8 1.515, H20 1.095, H30 1.092, C55 1.512
66 H -1.22 3.72 1.48  C8 1.096
67 H 2.25 6.52 5.14  C33 1.092
68 H 0.72 -8.54 -6.48  C87 1.096
69 C 11.38 -1.33 -0.26  H25 1.148, H47 1.138, C125 1.615, H135 1.152
70 H -0.98 4.87 6.91  C49 1.092
71 H -12.07 4.56 -1.49  C118 1.095
72 C -11.01 6.43 -1.45  C52 1.516, H53 1.091, H98 1.095, C118 1.512
73 H 1.36 7.87 6.90  C140 1.095
74 O 4.27 -8.22 -2.74  C36 1.434, C42 1.435
75 H 5.33 1.86 1.08  C134 1.140
76 H -10.28 5.60 0.42  C52 1.096
77 H -6.96 1.16 1.42  C50 1.093
78 H 1.00 -11.90 -5.47  C115 1.093
79 N 6.93 0.63 -0.74  C14 1.469, C59 1.519, Br95 1.876
80 H -0.02 -3.16 -0.78  C24 1.148
81 H -8.85 2.37 2.24  C104 1.095
82 C 4.43 -5.60 0.71  H28 1.157, H37 1.152, H56 1.141, O97 1.449
83 H -7.40 4.95 1.55  C27 1.095
84 C 2.88 0.35 0.71  H26 1.156, C128 1.622, C131 1.601, H132 1.151
85 H 5.87 -9.41 -2.24  C42 1.095
86 H 1.84 0.14 -1.70  C112 1.142
87 C -0.01 -9.26 -6.87  H15 1.092, H68 1.096, C99 1.515, O137 1.436
88 H -4.44 9.43 3.10  C144 1.095
89 H -0.81 3.67 4.26  C55 1.095
90 H -7.06 3.40 4.15  C9 1.096
91 C -0.62 -10.53 -4.98  H39 1.091, C99 1.511, H111 1.095, C115 1.516
92 C 2.07 -2.65 -1.56  H16 1.153, H18 1.154, C24 1.608, C124 1.611
93 H 3.65 -10.16 -5.34  C129 1.092
94 H -8.71 3.12 0.64  C104 1.091
95 Br 6.53 -0.72 0.50  N79 1.876
96 C -0.12 -1.04 -1.61  C24 1.610, H61 1.145, H107 1.157, C112 1.598
97 O 3.44 -4.82 0.00  C82 1.449, C119 1.445
98 H -10.62 7.15 -2.18  C72 1.095
99 C -1.15 -9.44 -5.89  H57 1.091, C87 1.515, C91 1.511, H141 1.095
100 H -5.60 6.95 1.78  C108 1.096
101 H 4.69 -4.13 -1.61  C119 1.156
102 H 2.94 1.87 -1.05  C131 1.140
103 H -6.36 2.56 0.50  C50 1.095
104 C -8.20 2.96 1.59  C27 1.510, C50 1.516, H81 1.095, H94 1.091
105 H -2.08 6.79 1.68  C130 1.092
106 H 5.01 -11.39 -3.33  C32 1.091
107 H -0.36 -0.76 -2.71  C96 1.157
108 C -5.03 7.43 2.59  H100 1.096, O121 1.434, H123 1.092, C144 1.516
109 H 2.70 -8.35 -4.06  C36 1.096
110 H 0.37 1.11 -1.12  C112 1.156
111 H 0.06 -10.09 -4.24  C91 1.095
112 C 0.89 0.08 -1.07  H86 1.142, C96 1.598, H110 1.156, C128 1.603
113 H -1.06 6.55 6.36  C49 1.096
114 H 2.69 -3.99 -3.30  C124 1.154
115 C 0.16 -11.39 -5.95  H78 1.093, C91 1.516, O137 1.435, H139 1.095
116 H -8.61 4.71 2.83  C27 1.092
117 H -2.65 9.46 1.45  C6 1.091
118 C -11.41 5.15 -2.14  C21 1.516, H31 1.091, H71 1.095, C72 1.512
119 C 3.74 -4.76 -1.41  O97 1.445, H101 1.156, C124 1.618, H133 1.166
120 H 4.15 -7.55 -4.70  C36 1.092
121 O -3.83 6.68 2.79  C108 1.434, C130 1.434
122 H -5.36 9.35 1.59  C144 1.091
123 H -5.63 7.40 3.50  C108 1.092
124 C 2.49 -4.08 -2.17  H3 1.156, C92 1.611, H114 1.154, C119 1.618
125 C 10.42 -2.38 -1.03  H10 1.140, B12 1.631, H45 1.155, C69 1.615
126 C 0.45 6.20 7.88  H34 1.095, H40 1.091, C49 1.516, C140 1.512
127 C -0.84 1.64 3.55  H35 1.096, H43 1.093, O51 1.435, C55 1.516
128 C 1.35 -0.11 0.46  H7 1.153, H23 1.154, C84 1.622, C112 1.603
129 C 4.29 -9.73 -4.57  C32 1.512, C36 1.515, H93 1.092, H142 1.095
130 C -2.72 7.44 2.28  C6 1.516, H64 1.095, H105 1.092, O121 1.434
131 C 3.25 1.76 0.04  H54 1.148, C84 1.601, H102 1.140, C134 1.630
132 H 3.58 -0.50 0.39  C84 1.151
133 H 3.85 -5.82 -1.89  C119 1.166
134 C 4.86 2.01 0.05  H4 1.156, C59 1.605, H75 1.140, C131 1.630
135 H 11.60 -1.79 0.77  C69 1.152
136 O -6.04 2.66 2.53  C9 1.435, C50 1.435
137 O 0.65 -10.53 -6.99  C87 1.436, C115 1.435
138 H 2.52 6.91 7.83  C140 1.091
139 H -0.48 -12.15 -6.42  C115 1.095
140 C 1.63 6.86 7.21  C33 1.516, H73 1.095, C126 1.512, H138 1.091
141 H -2.04 -9.81 -6.42  C99 1.095
142 H 5.30 -9.62 -4.98  C129 1.095
143 H 4.94 0.32 -1.48  C59 1.155
144 C -4.62 8.83 2.20  C6 1.512, H88 1.095, C108 1.516, H122 1.091

Output
spin multiplicity: 1
orbital gap: 8.83 eV
structure (SMILES): CCB(O)OC(=O)N(Br)CCCCCCCCCCCOC.C1CCOC1.C1CCOC1.C1CCOC1.C1CCOC1.C1CCOC1.C1CCOC1.C1CCOC1

Here are the Löwdin charges for atoms 1 to 4, given in e: H 0.115; H 0.117; H 0.114; H 0.109